C25H56N2NbO11P2S2 as an isolated structure. Source: the Open Molecules 2025 dataset; level of theory: ωB97M-V/def2-TZVPD.

Atoms and positions in Å:
C (-5.358, 1.049, -2.522)
C (-5.204, 0.375, -3.994)
O (-4.744, -0.996, -3.959)
C (-3.367, -1.087, -3.493)
C (-3.347, -2.016, -2.163)
O (-2.008, -2.274, -1.669)
Nb (-1.276, -0.620, -0.539)
C (-2.037, -1.555, 1.442)
C (-3.205, -0.688, 2.123)
O (-3.765, -1.428, 3.279)
C (-0.566, 1.174, 0.668)
C (-0.515, 2.579, -0.133)
C (-1.881, 2.994, -0.877)
S (-2.564, 4.671, -0.329)
C (-4.411, 4.453, -0.590)
S (-5.276, 5.247, -1.785)
N (-5.133, 3.500, 0.300)
C (-6.573, 3.258, 0.328)
C (-6.736, 2.153, 1.395)
N (-5.457, 1.745, 2.000)
C (-4.533, 2.594, 1.277)
H (-4.585, 1.905, -2.457)
H (-5.185, 0.313, -1.666)
H (-6.418, 1.486, -2.366)
H (-6.204, 0.454, -4.560)
H (-4.430, 0.974, -4.607)
H (-2.683, -1.600, -4.274)
H (-2.936, -0.037, -3.311)
H (-3.778, -3.040, -2.510)
H (-4.082, -1.647, -1.353)
H (0.312, -1.516, -0.371)
H (-0.809, 0.146, -2.115)
H (-2.940, 0.098, -0.711)
H (-2.468, -2.616, 1.266)
H (-1.098, -1.602, 2.113)
H (-2.837, 0.316, 2.564)
H (-4.066, -0.450, 1.413)
H (-4.594, -0.950, 3.537)
H (-1.132, 1.355, 1.652)
H (0.530, 0.939, 0.981)
H (-0.312, 3.401, 0.665)
H (0.371, 2.665, -0.870)
H (-2.744, 2.256, -0.756)
H (-1.629, 3.105, -1.999)
H (-7.406, 3.737, -0.297)
H (-7.723, 1.673, 1.691)
H (-3.409, 2.531, 1.459)
O (4.005, 4.963, -4.352)
P (4.091, 3.525, -3.828)
O (3.719, 2.784, -5.269)
C (4.356, 3.172, -6.476)
C (5.452, 2.188, -6.838)
O (2.586, 3.477, -3.148)
C (2.031, 4.642, -2.554)
C (1.014, 5.254, -3.494)
O (4.264, 1.946, -3.187)
C (5.505, 1.278, -3.348)
C (6.694, 2.142, -2.975)
H (4.770, 4.182, -6.423)
H (3.593, 3.170, -7.259)
H (6.280, 2.257, -6.128)
H (5.844, 2.398, -7.836)
H (5.079, 1.161, -6.812)
H (2.810, 5.358, -2.279)
H (1.533, 4.339, -1.629)
H (1.452, 5.487, -4.468)
H (0.598, 6.172, -3.072)
H (0.198, 4.550, -3.679)
H (5.589, 0.904, -4.370)
H (5.482, 0.403, -2.693)
H (6.793, 2.994, -3.658)
H (7.619, 1.563, -3.020)
H (6.577, 2.546, -1.966)
O (0.767, -5.588, 4.361)
P (1.696, -4.483, 4.872)
O (2.075, -5.197, 6.327)
C (2.454, -6.563, 6.392)
C (3.960, -6.690, 6.518)
O (0.510, -3.469, 5.413)
C (-0.738, -3.395, 4.729)
C (-1.787, -4.179, 5.494)
O (2.766, -3.220, 5.320)
C (4.151, -3.378, 5.055)
C (4.432, -3.847, 3.642)
H (2.106, -7.133, 5.528)
H (1.978, -6.987, 7.280)
H (4.450, -6.377, 5.592)
H (4.244, -7.726, 6.716)
H (4.340, -6.057, 7.323)
H (-0.648, -3.743, 3.698)
H (-1.032, -2.343, 4.687)
H (-1.483, -5.220, 5.638)
H (-2.745, -4.165, 4.969)
H (-1.926, -3.754, 6.492)
H (4.590, -4.052, 5.795)
H (4.616, -2.399, 5.206)
H (4.044, -4.858, 3.475)
H (5.508, -3.863, 3.450)
H (3.952, -3.190, 2.913)

Values from the calculation:
Energy above the lowest of the compared OMol25 structures with the same formula, charge and spin in eV: 6.771
Largest force on an atom in eV/Å: 9.4
Frontier orbital gap in eV: 5.133
LUMO energy in Eh: 0.00504
Multiplicity: 1
Net charge: -1
Calculated total energy in eV: -94123.334

Löwdin charges, unit e, in atom order: -0.090, -0.255, -0.216, -0.216, -0.355, -0.513, 1.457, -0.358, -0.370, -0.172, -0.411, -0.359, -0.496, 0.770, -0.981, 0.613, -0.159, -0.081, -0.113, 0.032, -0.108, 0.060, 0.060, 0.071, 0.115, 0.116, 0.132, 0.079, 0.116, 0.083, -0.150, -0.118, -0.083, 0.059, 0.029, 0.083, 0.066, 0.070, 0.028, 0.045, 0.084, 0.084, 0.011, 0.078, 0.095, 0.087, 0.112, -0.247, 0.706, -0.213, -0.302, -0.088, -0.219, -0.303, -0.069, -0.192, -0.300, -0.092, 0.101, 0.119, 0.060, 0.075, 0.080, 0.103, 0.096, 0.071, 0.078, 0.076, 0.097, 0.125, 0.064, 0.082, 0.084, -0.238, 0.709, -0.218, -0.304, -0.089, -0.226, -0.298, -0.074, -0.200, -0.307, -0.089, 0.102, 0.117, 0.061, 0.074, 0.077, 0.101, 0.113, 0.067, 0.076, 0.074, 0.095, 0.121, 0.066, 0.081, 0.089